# 1
{
  "formula": "C2H4N4",
  "method": "ωB97M-V/def2-TZVPD",
  "charge": 0,
  "e_homo_ev": -8.78,
  "total_energy_ev": -8095.4381,
  "smiles": "[H]/N=N/C=N\\N=C",
  "gap_ev": 8.76,
  "de_lowest_ev": 3.876,
  "spin_multiplicity": 1,
  "symbols": ["C", "N", "N", "C", "N", "N", "H", "H", "H", "H"],
  "xyz": [[-1.714, 0.413, 0.647], [-0.570, 0.638, 0.156], [0.580, 0.673, 0.845], [1.585, 0.077, 0.289], [1.469, -0.517, -0.966], [0.329, -1.006, -1.133], [-1.901, 0.107, 1.675], [0.181, -1.134, -2.142], [-2.544, 0.504, -0.049], [2.585, 0.244, 0.678]],
  "atomic_forces_ev_per_a": [[0.1471, 0.1266, -0.0022], [-0.4412, 0.2655, 0.1369], [0.1723, -0.1233, -0.2085], [-0.1000, 0.1440, 0.2447], [-0.4681, -0.0591, -0.0303], [0.4954, -0.0183, -0.3089], [0.1483, -0.0350, -0.0199], [0.2747, -0.2349, -0.0747], [0.0309, 0.0512, 0.2405], [-0.2594, -0.1167, 0.0225]],
  "nbo_charge": [-0.101, -0.212, -0.235, 0.154, -0.193, -0.285, 0.167, 0.326, 0.182, 0.195]
}

# 2
{
  "formula": "C31H58O17S5",
  "method": "ωB97M-V/def2-TZVPD",
  "charge": 0,
  "e_homo_ev": -9.81,
  "total_energy_ev": -122066.5325,
  "smiles": "C[C@H]1COC(=O)O1.C[C@H]1COC(=O)O1.O=S1(=O)CCCC1.O=S1(=O)CCCC1.O=S1(=O)CCCC1.O=S1(=O)CCCC1.O=S1(=O)CCCC1.CC(C)=O",
  "gap_ev": 9.75,
  "de_lowest_ev": 3.589,
  "spin_multiplicity": 1,
  "symbols": ["C", "C", "C", "O", "C", "O", "O", "H", "H", "H", "H", "H", "H", "C", "C", "C", "O", "C", "O", "O", "H", "H", "H", "H", "H", "H", "C", "C", "O", "C", "H", "H", "H", "H", "H", "H", "C", "C", "C", "S", "O", "O", "C", "H", "H", "H", "H", "H", "H", "H", "H", "C", "C", "C", "S", "O", "O", "C", "H", "H", "H", "H", "H", "H", "H", "H", "C", "C", "C", "S", "O", "O", "C", "H", "H", "H", "H", "H", "H", "H", "H", "C", "C", "C", "S", "O", "O", "C", "H", "H", "H", "H", "H", "H", "H", "H", "C", "C", "C", "S", "O", "O", "C", "H", "H", "H", "H", "H", "H", "H", "H"],
  "xyz": [[1.122, -2.301, -10.535], [0.915, -3.286, -9.398], [2.103, -3.421, -8.459], [1.719, -2.737, -7.313], [0.469, -2.273, -7.381], [-0.222, -1.689, -6.538], [-0.054, -2.634, -8.591], [1.891, -2.621, -11.239], [1.483, -1.337, -10.176], [0.178, -2.192, -11.068], [0.472, -4.230, -9.714], [2.924, -2.875, -8.926], [2.367, -4.465, -8.294], [-4.891, -4.400, 4.181], [-5.874, -3.308, 4.596], [-5.514, -2.308, 5.664], [-5.490, -1.083, 4.972], [-6.010, -1.203, 3.814], [-6.254, -0.290, 3.065], [-6.066, -2.495, 3.462], [-4.025, -3.999, 3.655], [-5.224, -5.171, 3.487], [-4.502, -4.879, 5.080], [-6.804, -3.834, 4.814], [-4.519, -2.571, 6.022], [-6.168, -2.205, 6.530], [-0.556, 0.064, 1.246], [0.135, 1.040, 2.082], [0.840, 1.932, 1.667], [-0.171, 0.884, 3.557], [-1.596, 0.350, 1.095], [-0.681, -0.886, 1.767], [-0.019, -0.066, 0.306], [-0.281, 1.854, 4.041], [0.526, 0.197, 4.037], [-1.106, 0.335, 3.668], [0.715, -0.867, 10.406], [-0.480, -0.402, 11.264], [-0.888, 1.030, 10.897], [0.708, 1.876, 10.470], [1.157, 2.429, 11.758], [0.600, 2.640, 9.257], [1.659, 0.278, 10.171], [0.368, -1.252, 9.447], [1.288, -1.685, 10.845], [-0.245, -0.423, 12.328], [-1.261, -1.128, 11.037], [-1.435, 1.638, 11.619], [-1.408, 0.918, 9.946], [2.537, 0.239, 10.816], [1.936, 0.422, 9.126], [5.712, -1.784, -1.395], [6.634, -1.726, -0.122], [5.732, -2.161, 1.060], [4.807, -3.656, 0.469], [3.463, -3.581, 1.069], [5.660, -4.855, 0.544], [4.731, -2.989, -1.271], [6.106, -1.771, -2.411], [5.181, -0.837, -1.297], [7.000, -0.702, -0.037], [7.453, -2.438, -0.230], [4.985, -1.398, 1.278], [6.268, -2.385, 1.982], [3.750, -2.539, -1.429], [4.784, -3.798, -1.999], [-0.870, 7.848, 2.269], [-2.097, 7.908, 1.298], [-2.204, 9.460, 1.034], [-0.428, 9.956, 0.645], [-0.048, 11.109, 1.369], [-0.261, 9.819, -0.835], [0.296, 8.443, 1.466], [-0.760, 6.820, 2.613], [-1.140, 8.397, 3.171], [-3.004, 7.499, 1.743], [-1.842, 7.338, 0.406], [-2.445, 10.029, 1.932], [-2.846, 9.838, 0.238], [1.193, 8.768, 1.994], [0.502, 7.738, 0.661], [0.969, 4.529, -4.616], [2.248, 5.294, -4.291], [3.215, 4.917, -5.380], [2.289, 4.483, -6.950], [2.641, 3.132, -7.363], [2.409, 5.645, -7.870], [0.678, 4.553, -6.120], [0.205, 4.960, -3.968], [1.091, 3.472, -4.378], [2.686, 4.996, -3.338], [1.946, 6.338, -4.371], [3.818, 4.041, -5.139], [3.980, 5.658, -5.610], [0.055, 3.756, -6.524], [0.260, 5.499, -6.465], [-3.790, -6.518, -4.624], [-3.677, -6.403, -3.093], [-2.182, -6.338, -2.753], [-1.421, -7.686, -3.773], [-1.591, -8.955, -3.041], [-0.105, -7.284, -4.200], [-2.730, -7.477, -5.130], [-3.579, -5.606, -5.181], [-4.805, -6.861, -4.826], [-4.057, -7.363, -2.742], [-4.312, -5.594, -2.731], [-1.859, -6.307, -1.713], [-1.767, -5.426, -3.182], [-3.045, -8.468, -5.457], [-2.248, -6.948, -5.952]],
  "atomic_forces_ev_per_a": [[0.4626, -0.5351, -0.6538], [-0.4643, 0.9567, -0.4655], [0.3639, -0.1720, -1.6839], [0.1120, 0.6783, 2.0539], [-3.1515, 0.6233, 0.8012], [2.8254, -1.5850, -2.1185], [-0.5876, 0.2133, 1.3252], [-0.0569, -0.3225, -0.1369], [-0.3041, 0.0307, 0.2968], [0.1266, 0.2110, -0.0230], [0.2303, -0.0128, -0.1153], [0.3740, -0.2591, 0.2680], [0.0618, 0.1737, 0.4856], [1.1958, 0.1769, 0.5764], [-0.7360, -1.9355, -1.0649], [1.2133, -0.6377, 0.8377], [0.9692, 1.1416, 3.2631], [-0.3297, 1.0721, -4.1308], [-0.0871, -0.7452, 0.6742], [-1.1273, 0.0862, -0.7654], [0.1015, 0.4810, 0.2013], [-0.7917, 0.1801, 0.2957], [-0.0429, -0.2562, 0.0263], [-0.2952, 0.2568, 0.1319], [0.1713, 0.4599, 0.1924], [-0.2234, -0.2866, -0.2417], [-0.2757, -1.1557, -0.9905], [0.2166, 0.9467, 1.2800], [-0.0522, -0.2740, -0.1138], [-0.6192, -0.1913, 0.0553], [0.0163, 0.4342, -0.2788], [0.4110, -0.1622, -0.0271], [-0.3350, -0.0443, -0.0833], [0.4454, -0.1786, 0.1476], [0.4884, 0.4283, 0.0602], [-0.2945, 0.1973, -0.0610], [0.0595, 0.0706, -0.2133], [0.1368, -0.1192, 0.5768], [0.8696, -0.5713, -1.6235], [-0.1987, -1.5499, 2.7084], [-0.1672, -0.0906, -1.7663], [0.1780, 0.1363, 0.1708], [-0.0715, 1.6363, -0.5504], [-0.2206, 0.1007, -0.0272], [-0.3296, -0.0483, 0.2935], [0.0771, -0.2849, -0.0030], [-0.3529, 0.2891, 0.4397], [0.1841, -0.2397, -0.0424], [-0.3171, 0.5977, -0.0125], [-0.1398, 0.3942, -0.0326], [0.2936, -0.3215, 0.0797], [-0.2788, -0.3471, 0.9564], [-0.4942, -0.9484, -0.8467], [0.3260, -0.1707, -0.5619], [-0.0440, 1.1081, 0.0060], [1.6968, -0.6978, -0.7037], [-1.3745, 1.6621, -0.1333], [-0.5394, 0.5651, 0.2549], [0.7876, -0.0826, 0.3743], [-0.6154, -0.1965, -0.2581], [0.1660, -0.2082, 0.3167], [0.1965, 0.1670, 0.1572], [-0.1825, -0.1469, -0.0730], [0.0163, -0.2061, -0.1526], [-0.3088, -0.4783, 0.4799], [0.6179, -0.0032, 0.1903], [-1.0011, -0.1962, -0.2192], [0.7070, 1.6263, 0.5631], [1.0061, -0.2857, -0.3047], [-1.4937, -3.6932, -2.8247], [0.5076, 1.5887, 0.5990], [-0.0549, 0.5825, 2.8946], [-0.7504, 0.3243, -0.2420], [0.6131, -0.0461, -0.2589], [0.2765, 0.3357, -0.0214], [0.0512, 0.1222, -0.0073], [-0.2326, 0.2063, -0.1980], [-0.0401, -0.2869, 0.1912], [0.1895, -0.3496, -0.1859], [-0.1561, -0.1683, 0.0444], [0.3837, 0.2186, -0.0315], [-0.2094, -0.9568, 0.3004], [-0.3152, -0.2818, -1.2331], [1.2331, -0.3263, -1.1134], [1.0570, 1.9151, 0.3655], [-0.4072, 1.0044, 0.1108], [-0.3050, -2.2164, 1.2135], [-0.1214, 0.6395, -0.4006], [-0.4860, -0.3134, -0.4354], [-0.0366, -0.0494, 0.3985], [-0.3686, 0.4363, 0.1450], [0.6087, 0.2227, 0.4210], [-0.3852, -0.3494, 0.0866], [-0.3563, 0.2995, -0.2804], [0.0961, -0.1180, 0.3248], [-0.0030, 0.0819, 0.0936], [-0.1121, -0.1260, 0.3810], [0.4543, -0.5828, -0.3384], [0.0656, 0.5298, -0.8372], [-1.4767, -0.1377, 1.5856], [0.0308, 1.5230, -1.3634], [-0.2751, -0.1842, -0.2846], [1.2368, -0.3682, -0.0076], [-0.4764, 0.3859, 0.5176], [0.0935, 0.0480, -0.3768], [-0.2051, 0.0913, 0.4806], [0.3400, 0.0042, 0.2450], [-0.2131, -0.7251, -0.0373], [0.1013, 0.1001, -0.2139], [-0.0224, 0.0543, 0.2389], [0.4701, -0.5897, -0.0075]],
  "lowdin_charge": [-0.026, -0.316, -0.109, 0.086, -0.499, 0.113, 0.052, 0.085, 0.098, 0.090, 0.153, 0.133, 0.139, -0.021, -0.322, -0.076, 0.114, -0.619, 0.149, 0.091, 0.089, 0.086, 0.083, 0.150, 0.134, 0.141, -0.035, -0.525, 0.067, -0.025, 0.101, 0.084, 0.092, 0.086, 0.089, 0.068, -0.232, -0.222, -0.208, 0.715, -0.357, -0.331, -0.207, 0.112, 0.115, 0.114, 0.109, 0.104, 0.095, 0.103, 0.091, -0.204, -0.206, -0.219, 0.731, -0.368, -0.343, -0.205, 0.109, 0.102, 0.108, 0.107, 0.099, 0.100, 0.092, 0.097, -0.231, -0.194, -0.196, 0.704, -0.321, -0.372, -0.203, 0.110, 0.110, 0.108, 0.108, 0.089, 0.092, 0.099, 0.095, -0.227, -0.221, -0.225, 0.729, -0.343, -0.363, -0.223, 0.116, 0.117, 0.121, 0.122, 0.096, 0.099, 0.105, 0.099, -0.236, -0.221, -0.217, 0.716, -0.350, -0.339, -0.199, 0.113, 0.115, 0.111, 0.116, 0.105, 0.097, 0.099, 0.092]
}

# 3
{
  "formula": "C10H24FNO4P",
  "method": "ωB97M-V/def2-TZVPD",
  "charge": -1,
  "e_homo_ev": -4.05,
  "total_energy_ev": -32444.9344,
  "gap_ev": 6.88,
  "spin_multiplicity": 1,
  "symbols": ["C", "C", "O", "C", "C", "C", "O", "P", "C", "C", "F", "O", "H", "H", "H", "H", "H", "H", "H", "H", "H", "H", "H", "H", "H", "H", "H", "H", "H", "C", "O", "N", "C", "C", "H", "H", "H", "H", "H", "H", "H"],
  "xyz": [[3.131, 1.146, -2.433], [2.583, 1.795, -3.690], [1.217, 2.099, -3.652], [0.789, 3.001, -2.658], [-0.114, 2.376, -1.601], [0.587, 1.502, -0.558], [0.530, 0.186, -0.979], [-0.845, -0.154, -2.034], [-2.040, -0.260, -0.491], [-3.213, -1.161, -0.776], [-1.372, -0.841, 0.630], [-1.112, 1.581, -2.165], [4.148, 0.802, -2.637], [3.195, 1.855, -1.607], [2.515, 0.296, -2.141], [2.692, 1.098, -4.523], [3.179, 2.686, -3.942], [0.212, 3.782, -3.167], [1.643, 3.491, -2.173], [-0.608, 3.213, -1.085], [1.622, 1.836, -0.409], [0.058, 1.616, 0.404], [-0.640, -1.589, -1.866], [-1.985, -0.375, -2.898], [0.022, -0.159, -3.175], [-2.381, 0.721, -0.152], [-2.830, -2.132, -1.105], [-3.832, -1.307, 0.112], [-3.814, -0.754, -1.588], [0.868, -2.458, 5.282], [2.020, -2.631, 4.929], [-0.169, -2.213, 4.466], [-1.509, -2.027, 4.977], [0.041, -2.125, 3.023], [0.571, -2.492, 6.348], [-2.187, -2.778, 4.566], [-1.890, -1.039, 4.710], [-1.502, -2.118, 6.062], [0.453, -3.058, 2.641], [0.739, -1.325, 2.782], [-0.905, -1.920, 2.534]],
  "atomic_forces_ev_per_a": [[0.3156, -0.0183, -0.1351], [0.2581, -0.1575, -0.0112], [-0.1721, 0.0220, -0.0857], [-0.0523, 0.2533, -0.2053], [-0.4657, -0.2725, 0.0654], [-0.1776, 0.0337, 0.3038], [0.1356, -0.0529, -0.1737], [-0.1218, -0.6118, 0.1007], [0.1081, -0.0089, -0.2035], [0.1076, -0.0931, -0.0813], [-0.0584, 0.0226, 0.1050], [0.0937, 0.2594, -0.1966], [0.0547, -0.0283, 0.0007], [-0.0161, -0.0785, -0.0397], [-0.0475, 0.0739, 0.0792], [-0.0278, 0.0046, -0.0440], [-0.0343, 0.1125, 0.0211], [-0.0071, -0.0107, -0.0355], [0.0386, 0.0370, 0.0617], [0.1612, 0.1807, 0.0571], [-0.1044, -0.1290, 0.1112], [0.0579, 0.0434, 0.0338], [-0.0012, 0.1132, 0.1135], [-0.0408, 0.0819, 0.0901], [0.0580, 0.1191, 0.0383], [0.0842, 0.0714, 0.0147], [-0.0397, -0.0278, -0.0120], [-0.0599, 0.0025, 0.0044], [-0.0955, 0.0567, 0.0510], [0.0784, -0.0308, 0.0541], [-0.0446, 0.0033, 0.0118], [-0.1140, 0.0140, -0.0766], [0.0622, 0.0156, -0.0519], [0.0793, -0.0364, 0.0765], [0.0083, 0.0018, -0.0159], [-0.0192, 0.0064, 0.0083], [-0.0223, -0.0034, 0.0029], [-0.0023, -0.0006, 0.0133], [0.0105, -0.0085, 0.0049], [-0.0047, 0.0160, -0.0196], [0.0172, 0.0243, -0.0359]],
  "nbo_charge": [-0.656, -0.045, -0.532, -0.078, 0.059, -0.077, -0.821, 1.155, -0.075, -0.657, -0.431, -0.818, 0.192, 0.191, 0.261, 0.178, 0.134, 0.168, 0.149, 0.147, 0.151, 0.147, -0.172, -0.170, -0.144, 0.145, 0.207, 0.186, 0.213, 0.528, -0.633, -0.423, -0.395, -0.424, 0.087, 0.194, 0.199, 0.197, 0.208, 0.223, 0.236]
}